Below is a cluster of 9 separate species, C39H88F18N9O17S6 in total at a distorted geometry, with properties calculated with ωB97M-V with the def2-TZVPD basis set.

Results
LUMO (eV): -6.306
Charge: +3
Strongest force on any atom (eV Å⁻¹): 6.10
HOMO level (eV): -11.8
HOMO-LUMO gap (eV): 5.5

Element x y z (Å)
C (-2.4897, -6.8270, 7.5659)
N (-1.0098, -6.8612, 8.1047)
C (-0.1214, -6.1558, 7.0263)
C (-0.9835, -5.9620, 9.3827)
C (-0.6369, -8.2340, 8.5625)
C (-0.1494, -9.2714, 7.4864)
O (-1.0792, -9.5849, 6.4864)
H (-3.1476, -7.4211, 8.2002)
H (-2.4314, -7.3413, 6.6066)
H (-2.8018, -5.7972, 7.3920)
H (-0.3276, -6.5452, 6.0293)
H (0.9249, -6.2582, 7.3144)
H (-0.3360, -5.1051, 6.8311)
H (-1.8336, -6.2161, 10.0159)
H (-1.1466, -4.9137, 9.1322)
H (-0.0565, -6.0289, 9.9521)
H (-1.4440, -8.5159, 9.2387)
H (0.2412, -8.0084, 9.1676)
H (-0.0807, -10.2482, 7.9651)
H (0.8287, -9.0854, 7.0428)
H (-0.7452, -9.3415, 5.6200)
C (2.5221, -12.0645, 13.1382)
N (2.1600, -10.7483, 12.4486)
C (0.7382, -10.3407, 12.8782)
C (3.2028, -9.7462, 12.9058)
C (2.2863, -10.7963, 10.8565)
C (1.4409, -11.8796, 10.1428)
O (0.0339, -11.7500, 10.3687)
H (3.5589, -12.2894, 12.8878)
H (1.7538, -12.8030, 12.9094)
H (2.4750, -11.9016, 14.2150)
H (0.0613, -11.1854, 12.7498)
H (0.4002, -9.5469, 12.2121)
H (0.6515, -10.0235, 13.9174)
H (2.8368, -8.8574, 12.3919)
H (4.1619, -10.0626, 12.4957)
H (3.0540, -9.6023, 13.9760)
H (3.3625, -10.9034, 10.7203)
H (1.9195, -9.7917, 10.6456)
H (1.7722, -12.8859, 10.3993)
H (1.6850, -11.7618, 9.0871)
H (-0.3108, -12.6132, 10.1283)
C (-6.5838, -5.4912, 16.8540)
N (-6.6904, -6.8397, 16.1031)
C (-6.3258, -7.8919, 17.2031)
C (-8.1590, -6.9089, 15.6506)
C (-5.7728, -6.8246, 14.8536)
C (-4.2802, -6.9706, 15.1023)
O (-3.7329, -5.7268, 15.5629)
H (-7.3254, -5.4819, 17.6528)
H (-6.7210, -4.5891, 16.2577)
H (-5.6364, -5.3712, 17.3795)
H (-6.4537, -8.9153, 16.8505)
H (-7.0260, -7.6602, 18.0057)
H (-5.2881, -7.7370, 17.4986)
H (-8.2928, -7.8610, 15.1371)
H (-8.5767, -6.0607, 15.1082)
H (-8.7930, -6.9448, 16.5366)
H (-6.0498, -5.9882, 14.2119)
H (-6.0316, -7.7316, 14.3072)
H (-3.7410, -7.3005, 14.2143)
H (-3.9908, -7.7378, 15.8206)
H (-2.8803, -5.6569, 15.1274)
C (0.4890, -12.2359, 20.5111)
N (1.2361, -10.8852, 20.7375)
C (0.2306, -9.7579, 20.6162)
C (1.9054, -11.0010, 22.1201)
C (2.3742, -10.7204, 19.6071)
C (2.9176, -9.2747, 19.4599)
O (3.3142, -8.7133, 20.6684)
H (1.2923, -12.9691, 20.4379)
H (-0.1362, -12.2100, 19.6186)
H (-0.1572, -12.4096, 21.3714)
H (-0.1420, -9.6897, 19.5942)
H (0.7426, -8.8669, 20.9797)
H (-0.4252, -10.0348, 21.4417)
H (2.7007, -11.7396, 22.0199)
H (1.2110, -11.4493, 22.8307)
H (2.2868, -10.0152, 22.3861)
H (1.8646, -10.9956, 18.6837)
H (3.1325, -11.4994, 19.6855)
H (2.2130, -8.5291, 19.0917)
H (3.7397, -9.2707, 18.7441)
H (3.3506, -7.7587, 20.5727)
C (-0.0100, -2.1432, 15.5051)
N (0.1640, -2.7966, 16.8894)
C (1.0976, -3.9974, 16.7974)
C (0.9164, -1.7336, 17.7906)
C (-1.2452, -3.3552, 17.3159)
C (-2.4030, -2.3252, 17.1469)
O (-2.1072, -1.1769, 17.9749)
H (-0.4189, -1.1394, 15.6202)
H (-0.6961, -2.7305, 14.8947)
H (0.9984, -1.9834, 15.1234)
H (1.1507, -4.4521, 17.7866)
H (2.0196, -3.5541, 16.4212)
H (0.6490, -4.6840, 16.0796)
H (1.9281, -1.7168, 17.3853)
H (0.8266, -2.1464, 18.7955)
H (0.3739, -0.7884, 17.7767)
H (-1.0448, -3.6513, 18.3456)
H (-1.5230, -4.2149, 16.7061)
H (-3.3372, -2.8103, 17.4298)
H (-2.3228, -2.1205, 16.0793)
H (-2.0643, -1.5279, 18.8674)
C (1.9844, -2.5838, 10.6027)
C (2.8183, -3.7177, 11.1732)
C (3.4676, -3.4171, 12.5744)
N (4.4642, -4.4747, 13.0256)
C (5.7960, -4.4194, 12.1760)
C (4.9054, -4.2619, 14.4984)
C (5.4242, -5.6058, 15.0262)
C (4.5185, -6.6199, 14.3576)
C (4.0159, -5.9232, 13.1418)
H (1.3051, -2.1617, 11.3433)
H (1.3961, -2.9856, 9.7778)
H (2.6763, -1.8511, 10.1871)
H (3.6080, -3.9793, 10.4688)
H (2.0876, -4.5252, 11.1256)
H (2.7560, -3.4253, 13.4000)
H (4.0130, -2.4780, 12.4806)
H (6.5276, -5.1568, 12.5065)
H (6.1662, -3.4212, 12.4099)
H (5.6301, -4.3975, 11.0989)
H (5.5567, -3.3934, 14.5961)
H (4.0168, -4.1252, 15.1147)
H (6.4803, -5.6459, 14.7597)
H (5.4389, -5.6693, 16.1143)
H (5.0190, -7.5464, 14.0762)
H (3.6547, -6.8684, 14.9742)
H (4.4145, -6.3632, 12.2276)
H (2.9305, -6.0229, 13.1550)
C (-1.6448, -14.9170, 19.5892)
F (-0.5852, -15.3012, 20.2843)
F (-2.4214, -15.9160, 19.4481)
F (-2.2163, -13.8522, 20.2021)
S (-1.0579, -14.4475, 17.8461)
O (0.1982, -13.7051, 18.0095)
O (-0.8781, -15.6956, 17.1335)
N (-2.4757, -13.5679, 17.2650)
S (-1.7766, -12.2678, 16.7075)
O (-1.3868, -11.2667, 17.7235)
O (-0.7024, -12.5762, 15.7437)
C (-3.1826, -11.4479, 15.7654)
F (-2.7226, -10.3550, 15.1780)
F (-3.7104, -12.1992, 14.7794)
F (-4.1414, -11.1605, 16.6212)
C (-0.6871, -7.5925, 17.0328)
F (-0.0362, -8.7002, 17.3835)
F (-2.0003, -7.6782, 17.3335)
F (-0.1900, -6.5647, 17.6055)
S (-0.4545, -7.3781, 15.1048)
O (0.9752, -7.4592, 14.8744)
O (-1.1394, -8.4433, 14.3519)
N (-1.1733, -5.8727, 14.7672)
S (-0.5765, -5.4609, 13.4106)
O (0.5628, -4.5514, 13.5063)
O (-0.3092, -6.5011, 12.3622)
C (-1.9490, -4.2712, 12.7057)
F (-2.7207, -3.7585, 13.6842)
F (-1.3171, -3.2482, 12.0521)
F (-2.6487, -4.9582, 11.8551)
C (-5.3164, 3.8966, 12.6482)
F (-6.5721, 3.4930, 12.9378)
F (-5.3462, 5.2300, 12.3831)
F (-4.4906, 3.7682, 13.7034)
S (-4.5985, 2.9821, 11.0726)
O (-5.7624, 2.8005, 10.1917)
O (-3.5282, 3.8565, 10.5423)
N (-4.0134, 1.5557, 11.7321)
S (-2.5333, 1.5901, 11.6082)
O (-2.0493, 1.6029, 10.2334)
O (-1.9103, 2.5586, 12.4981)
C (-1.9427, -0.1198, 12.3286)
F (-0.6290, -0.1558, 12.2816)
F (-2.3266, -0.3355, 13.6153)
F (-2.4658, -1.0339, 11.5112)

---

Below is a structure of composition C10H21BBeBrClKN2O2 at a distorted geometry, with properties calculated with ωB97M-V with the def2-TZVPD basis set.

Results
LUMO (eV): -7.758
Charge: +1
Strongest force on any atom (eV Å⁻¹): 1.87
HOMO level (eV): -9.5
HOMO-LUMO gap (eV): 1.8

Element x y z (Å)
C (0.5784, -0.9790, -3.4231)
C (-0.1269, -0.2033, -2.2891)
C (-0.4899, 1.2351, -2.6141)
B (-1.8220, 1.3584, -3.7446)
O (-2.0123, 0.2815, -4.6223)
C (-3.0017, -0.5760, -4.0399)
C (-3.5928, 0.2537, -2.8726)
O (-2.9934, 1.5314, -2.9691)
H (0.2568, -0.6726, -4.4139)
H (0.3386, -2.0300, -3.2730)
H (1.6781, -0.9404, -3.3922)
H (0.5598, -0.1734, -1.4515)
H (-0.9614, -0.7961, -1.9279)
H (-0.8423, 1.7052, -1.6949)
H (0.3416, 1.8649, -2.9548)
H (-1.4762, 2.3866, -4.3575)
H (-3.7317, -0.9436, -4.7560)
H (-2.4298, -1.4432, -3.6958)
H (-4.6717, 0.3902, -2.9352)
H (-3.4008, -0.2602, -1.9256)
N (-0.0239, -0.3256, 0.9005)
C (0.9075, 0.3471, 1.5734)
C (1.3404, 0.0465, 2.8437)
C (0.7281, -1.0338, 3.4698)
C (-0.2608, -1.7608, 2.7977)
C (-0.5918, -1.3624, 1.4988)
H (1.3374, 1.1884, 1.0391)
H (2.1377, 0.6700, 3.2661)
H (1.0190, -1.3176, 4.4750)
H (-0.7650, -2.6448, 3.2458)
H (-1.3314, -1.9130, 0.9339)
K (2.2551, 0.7619, -1.3442)
N (4.1636, 1.8354, 5.8185)
H (4.8449, 2.3252, 6.3990)
H (4.6247, 1.3566, 4.9364)
H (3.6681, 1.1635, 6.4024)
H (3.5056, 2.5053, 5.4263)
Br (4.0663, 1.7720, 3.1122)
Be (-2.0788, -1.4610, 4.4437)
Cl (-1.7473, -4.1421, 2.1151)

---

Below is a structure of composition C32H33ClI2N2O3Tl, with properties calculated with ωB97M-V with the def2-TZVPD basis set.

Results
LUMO (spin up / spin down) (eV): -5.253 / -5.298
Charge: +1
Strongest force on any atom (eV Å⁻¹): 0.79
HOMO level (spin up / spin down) (eV): -10.7 / -11.0
HOMO-LUMO gap (spin up / spin down) (eV): 5.4 / 5.7

Element x y z (Å)
Tl (0.1206, 0.4984, 0.3358)
I (-2.3767, 3.8085, 7.4108)
C (-1.8313, 3.3534, 5.4716)
C (-1.5894, 4.3941, 4.5641)
C (-1.2304, 4.0760, 3.2856)
I (-0.8436, 5.5575, 1.8903)
C (-1.1599, 2.6904, 2.8166)
O (-0.9734, 2.4418, 1.6127)
C (-1.3759, 1.6454, 3.8159)
C (-1.1814, 0.1729, 3.5095)
N (-1.5456, -0.2323, 2.1546)
C (-2.9660, -0.0907, 1.8533)
C (-3.2476, 0.1096, 0.3779)
C (-4.5036, -0.1743, -0.1416)
C (-4.7561, 0.0938, -1.4750)
C (-3.7510, 0.6438, -2.2585)
C (-2.5261, 0.8822, -1.6711)
N (-2.2847, 0.6153, -0.3826)
C (-1.7128, 2.0030, 5.0884)
H (-1.6852, 5.4260, 4.8710)
H (-0.1212, -0.0688, 3.6364)
H (-1.7339, -0.3910, 4.2692)
H (-1.2300, -1.1852, 1.9838)
H (-3.5480, -0.9424, 2.2147)
H (-3.3366, 0.7974, 2.3721)
H (-5.2700, -0.5963, 0.4963)
H (-5.7286, -0.1219, -1.8988)
H (-3.9113, 0.8744, -3.3027)
H (-1.7028, 1.3029, -2.2375)
H (-1.8919, 1.2329, 5.8292)
C (2.9478, -2.0022, -1.9350)
C (2.7636, -0.5422, -1.5996)
C (2.1156, 0.3041, -2.5220)
C (1.5986, -0.3072, -3.8000)
C (1.9447, 1.6627, -2.2324)
C (1.4269, 2.6264, -3.2810)
C (2.2820, 2.1465, -0.9546)
C (2.0080, 3.5763, -0.5533)
C (2.9525, 1.2962, -0.0325)
C (3.4278, 1.8346, 1.2938)
C (3.2548, -0.0308, -0.3998)
C (4.1065, -0.8857, 0.5091)
H (2.1011, -2.3826, -2.5024)
H (3.0414, -2.6105, -1.0377)
H (3.8464, -2.1524, -2.5416)
H (2.3841, -0.8543, -4.3242)
H (1.1780, 0.4233, -4.4825)
H (0.8083, -1.0178, -3.5504)
H (0.3483, 2.7906, -3.1952)
H (1.6305, 2.2649, -4.2836)
H (1.9194, 3.5922, -3.1933)
H (2.9417, 4.1165, -0.3761)
H (1.4276, 3.6173, 0.3708)
H (1.4412, 4.1151, -1.3053)
H (2.8601, 2.7054, 1.6118)
H (4.4767, 2.1388, 1.2207)
H (3.3625, 1.0796, 2.0761)
H (3.4944, -1.4348, 1.2323)
H (4.8186, -0.2793, 1.0650)
H (4.6756, -1.6133, -0.0637)
Cl (-1.0071, -7.8889, -2.3493)
C (-0.7943, -6.2545, -1.8227)
C (-0.2735, -6.0055, -0.5618)
C (-0.0976, -4.6951, -0.1479)
C (-0.4319, -3.6431, -0.9938)
C (-0.9563, -3.9070, -2.2534)
C (-1.1403, -5.2146, -2.6713)
C (-0.2266, -2.2266, -0.5436)
O (0.0015, -2.0167, 0.6811)
O (-0.2896, -1.3185, -1.4078)
H (-0.0129, -6.8311, 0.0870)
H (0.3068, -4.4785, 0.8313)
H (-1.2201, -3.0837, -2.9040)
H (-1.5483, -5.4308, -3.6496)

---

Below is a structure of composition C20H15BrClCoN5O5S, with properties calculated with ωB97M-V with the def2-TZVPD basis set.

Results
LUMO (spin up / spin down) (eV): -0.663 / -1.950
Expectation value of S²: 3.816
Charge: 0
Strongest force on any atom (eV Å⁻¹): 0.68
2S+1: 4
HOMO level (spin up / spin down) (eV): -5.3 / -8.5
HOMO-LUMO gap (spin up / spin down) (eV): 4.6 / 6.5

Element x y z (Å)
Co (-0.7111, 0.1612, -0.4228)
C (-2.2009, -3.2688, -2.6509)
C (-0.9540, -3.8353, -2.9312)
C (0.1811, -3.2590, -2.4496)
C (0.1093, -2.0298, -1.6193)
N (-1.2461, -1.5769, -1.2598)
C (-2.2761, -2.1247, -1.8094)
C (0.8797, -2.0647, -0.3036)
C (1.8523, -2.9309, 0.1010)
C (2.4102, -2.6810, 1.3984)
C (1.9128, -1.6973, 2.2011)
C (0.8451, -0.8763, 1.7497)
N (0.4589, -1.0427, 0.4451)
C (0.0115, 0.0087, 2.4854)
C (0.2551, 0.3977, 3.8236)
C (-0.6262, 1.2306, 4.4572)
C (-1.7665, 1.6841, 3.7745)
C (-1.9387, 1.2660, 2.4707)
N (-1.0958, 0.4669, 1.8195)
H (-3.1145, -3.6764, -3.0560)
H (-0.8902, -4.7160, -3.5557)
H (1.1607, -3.6549, -2.6784)
H (-3.2378, -1.6769, -1.5863)
H (2.1722, -3.7664, -0.5022)
H (3.2114, -3.3113, 1.7606)
H (2.3096, -1.5682, 3.1996)
H (1.1369, 0.0374, 4.3360)
H (-0.4432, 1.5359, 5.4798)
H (-2.4934, 2.3317, 4.2416)
H (-2.8030, 1.5917, 1.8993)
O (0.3136, -1.4398, -4.7532)
S (0.6960, -0.4588, -3.7668)
N (0.6327, -0.8006, -2.3007)
Br (3.1749, 5.3745, 0.9984)
C (2.0725, 3.9167, 0.5409)
C (2.6399, 2.7085, 0.1791)
C (1.7876, 1.6664, -0.1389)
N (0.4606, 1.7892, -0.1148)
C (-0.0722, 2.9626, 0.2301)
C (0.6961, 4.0601, 0.5676)
H (3.7101, 2.5699, 0.1487)
H (2.1724, 0.6957, -0.4232)
H (-1.1520, 3.0135, 0.2227)
H (0.2266, 4.9926, 0.8415)
O (-2.1297, 0.4185, -3.4417)
Cl (-2.0952, 1.6148, -2.6537)
O (-0.8718, 2.3235, -2.8783)
O (-3.2354, 2.4276, -2.8712)
O (-2.1362, 1.2104, -1.2046)

---

Number 1: DFT total energy -203977.5671 eV. Number 2: DFT total energy -117740.5586 eV. Number 3: DFT total energy -76254.0600 eV. Number 4: DFT total energy -169689.4973 eV.